23
Properties=species:S:1:pos:R:3:mulliken_charge:R:1 method="wB97M-V/def2-TZVPD" orbital_gap_ev=7.124 de_lowest_kcal_mol=14.1 multiplicity=1 homo_energy_ha=-0.387 total_energy_ha=-487.30297 charge=+1
C -2.97 0.88 -1.64 -0.70
O -1.74 0.24 -1.34 -0.42
C -0.53 0.88 -1.87 -0.25
C 0.63 0.04 -1.42 -0.99
O 1.25 0.66 -0.28 -0.38
C 1.95 -0.21 0.56 -0.64
C 1.11 -0.67 1.73 -0.49
O 0.12 -1.60 1.31 -0.35
C -0.93 -1.75 2.24 -0.75
H -3.77 0.25 -1.25 0.27
H -3.00 1.87 -1.16 0.28
H -3.08 1.00 -2.73 0.30
H -0.51 1.91 -1.46 0.38
H -0.63 0.93 -2.96 0.36
H 1.38 -0.04 -2.22 0.47
H 2.82 0.33 0.97 0.36
H 2.35 -1.08 -0.01 0.30
H 0.63 0.19 2.21 0.37
H 1.76 -1.18 2.46 0.39
H -1.59 -2.55 1.87 0.28
H -0.52 -2.05 3.21 0.31
H -1.51 -0.82 2.32 0.35
Ba -0.89 -1.74 -1.01 1.55

21
Properties=species:S:1:pos:R:3:mulliken_charge:R:1 method="wB97M-V/def2-TZVPD" orbital_gap_ev="5.188 / 9.587" de_lowest_kcal_mol=24.6 multiplicity=2 homo_energy_ha="-0.249 / -0.410" total_energy_ha=-1156.69993 s2=0.7537
Cl -1.42 3.46 2.23 -0.02
Cl 0.63 3.27 2.11 -0.02
C -2.52 0.54 -0.41 -1.24
C -1.07 0.43 -0.01 0.02
C -0.37 -0.76 -0.68 -0.71
C 1.07 -0.88 -0.28 0.50
C 1.43 -1.65 0.94 -1.31
C 2.10 -0.13 -1.04 -1.31
H -3.00 1.39 0.08 0.29
H -2.62 0.68 -1.49 0.32
H -3.07 -0.36 -0.13 0.32
H -0.53 1.35 -0.27 0.21
H -0.98 0.33 1.08 0.28
H -0.90 -1.69 -0.43 0.38
H -0.44 -0.67 -1.77 0.38
H 2.50 -1.64 1.12 0.39
H 0.94 -1.22 1.82 0.27
H 1.11 -2.69 0.85 0.30
H 3.10 -0.29 -0.64 0.39
H 2.11 -0.43 -2.09 0.30
H 1.90 0.95 -1.00 0.26

23
Properties=species:S:1:pos:R:3:mulliken_charge:R:1 method="wB97M-V/def2-TZVPD" orbital_gap_ev=10.631 de_lowest_kcal_mol=40.5 multiplicity=1 homo_energy_ha=-0.510 total_energy_ha=-1265.97054 charge=+1
C 1.33 -2.61 0.12 -0.77
C -0.09 -2.32 -0.52 -0.75
C 2.06 -1.26 0.00 -0.66
C -0.31 -0.88 -0.08 0.12
C 0.96 -0.17 -0.36 0.18
C -1.93 2.00 -0.39 -0.12
N -2.87 2.81 -0.61 -0.07
N -1.67 2.01 1.15 0.03
Cl -0.79 -0.86 1.67 -0.27
Cl 1.22 1.34 0.49 -0.25
H 1.27 -2.76 1.14 0.34
H 1.68 -3.55 -0.39 0.35
H 0.11 -2.35 -1.64 0.30
H -0.80 -3.13 -0.32 0.40
H 2.53 -1.08 1.06 0.26
H 2.77 -1.31 -0.80 0.33
H -1.29 -0.47 -0.58 0.14
H 1.15 0.11 -1.44 0.37
H -3.24 3.25 0.25 0.17
H -3.10 3.07 -1.53 0.29
H -1.58 1.13 1.58 0.01
H -2.27 2.57 1.77 0.47
H -0.67 2.21 1.00 0.16

21
Properties=species:S:1:pos:R:3:mulliken_charge:R:1 method="wB97M-V/def2-TZVPD" orbital_gap_ev="7.538 / 9.030" de_lowest_kcal_mol=77.6 multiplicity=1 homo_energy_ha="-0.450 / -0.478" total_energy_ha=-750.95037 charge=+1
C 0.67 1.61 0.90 -0.65
C 0.13 1.95 -0.49 -0.49
C 0.19 0.56 -0.01 0.05
C -1.76 -0.55 -0.95 -0.85
C -0.72 -1.41 1.08 -0.85
C 2.33 -0.95 -0.73 -0.29
N -1.02 -0.20 0.29 0.06
Cl 3.52 -0.10 0.08 -0.05
H 1.73 1.72 1.05 0.14
H 0.08 1.88 1.77 0.27
H -0.83 2.44 -0.57 0.30
H 0.84 2.28 -1.23 0.23
H -1.15 -1.22 -1.55 0.36
H -2.70 -1.03 -0.70 0.38
H -1.96 0.35 -1.52 0.33
H -0.11 -1.14 1.94 0.33
H -1.63 -1.89 1.40 0.37
H -0.15 -2.10 0.45 0.33
H 2.18 -0.73 -1.77 0.34
H 2.01 -1.88 -0.30 0.28
H -1.64 0.40 0.86 0.40

23
Properties=species:S:1:pos:R:3:mulliken_charge:R:1 method="wB97M-V/def2-TZVPD" orbital_gap_ev=8.546 de_lowest_kcal_mol=59.4 multiplicity=1 smiles="CC[C@@H](Cl)[C@@H]1CNC(N)=[NH+]1" homo_energy_ha=-0.513 total_energy_ha=-860.57614 charge=+1
C 2.53 -0.24 1.02 -0.97
C 2.31 0.09 -0.51 -0.52
C 1.01 -0.60 -1.13 -0.05
Cl 1.52 -2.32 -1.56 -0.14
C -0.19 -0.55 -0.12 -0.29
C -1.58 -1.17 -0.57 -0.63
N -2.53 -0.35 0.24 -0.15
C -1.92 0.92 0.41 0.20
N -2.42 2.09 0.83 -0.35
N -0.52 0.91 0.00 -0.33
H 1.70 0.17 1.66 0.24
H 2.66 -1.35 1.20 0.26
H 3.47 0.25 1.39 0.37
H 2.27 1.21 -0.63 0.30
H 3.23 -0.26 -1.07 0.39
H 0.75 -0.08 -2.10 0.32
H 0.00 -1.11 0.84 0.45
H -1.85 -0.95 -1.64 0.28
H -1.72 -2.24 -0.28 0.37
H -2.96 -0.78 1.07 0.34
H -2.64 2.32 1.80 0.25
H -2.53 2.83 0.14 0.26
H -0.61 1.19 -0.99 0.41

26
Properties=species:S:1:pos:R:3:mulliken_charge:R:1 method="wB97M-V/def2-TZVPD" orbital_gap_ev="9.070 / 7.246" multiplicity=1 homo_energy_ha="-0.732 / -0.700" total_energy_ha=-1068.91660 charge=+2
C -0.46 0.06 0.77 0.31
C -1.59 0.66 -1.25 -0.34
C -1.42 -0.85 -1.23 -0.41
C -1.10 2.44 0.45 -0.78
C -0.63 -2.41 0.53 -0.82
C 3.45 -0.04 0.55 -0.85
N -1.04 1.11 -0.03 0.25
N -0.66 -1.13 -0.07 0.14
O 0.82 0.27 1.15 -0.33
O 1.65 1.41 -0.90 -0.57
O 1.28 -0.98 -0.81 -0.49
F -1.20 -0.10 1.91 -0.29
S 1.87 0.20 -0.20 1.21
H -1.07 1.14 -2.11 0.35
H -2.65 0.95 -1.35 0.48
H -2.38 -1.38 -1.22 0.45
H -0.89 -1.23 -2.12 0.30
H -0.11 2.77 0.79 0.35
H -1.75 2.52 1.33 0.37
H -1.47 3.11 -0.33 0.40
H -0.57 -3.19 -0.24 0.38
H 0.21 -2.49 1.23 0.33
H -1.54 -2.59 1.12 0.40
H 3.46 -1.02 1.00 0.36
H 4.20 0.03 -0.23 0.42
H 3.59 0.74 1.28 0.39

23
Properties=species:S:1:pos:R:3:mulliken_charge:R:1 method="wB97M-V/def2-TZVPD" orbital_gap_ev=10.712 multiplicity=1 homo_energy_ha=-0.505 total_energy_ha=-827.84354 charge=+1
C -2.91 -2.42 -0.76 -0.77
C -2.62 -1.18 -1.58 0.53
O -3.37 -0.71 -2.35 -0.48
O -1.42 -0.51 -1.36 -0.25
C -0.22 -1.21 -1.05 -0.56
C 0.85 -0.13 -0.92 -0.62
P 0.63 0.83 0.58 0.08
C 1.84 2.15 0.81 -0.54
C 2.32 2.23 2.26 -0.39
F 3.07 1.11 2.51 -0.26
H -3.10 -3.25 -1.44 0.28
H -2.14 -2.70 -0.05 0.32
H -3.83 -2.21 -0.22 0.29
H 0.06 -1.88 -1.87 0.34
H -0.32 -1.80 -0.14 0.32
H 1.86 -0.56 -0.91 0.48
H 0.76 0.56 -1.77 0.41
H 0.67 -0.04 1.66 0.17
H -0.66 1.37 0.56 0.21
H 2.70 1.91 0.17 0.36
H 1.41 3.09 0.48 0.45
H 2.92 3.12 2.41 0.32
H 1.49 2.24 2.98 0.31

22
Properties=species:S:1:pos:R:3:mulliken_charge:R:1 method="wB97M-V/def2-TZVPD" orbital_gap_ev="9.110 / 9.110" de_lowest_kcal_mol=15.6 multiplicity=1 smiles="[NH3+]/C=C/CCC[C@@H](O)I" homo_energy_ha="-0.465 / -0.465" total_energy_ha=-663.77681 charge=+1
N 0.88 2.41 -1.39 -0.11
C 1.23 1.79 -0.11 -0.55
C 1.19 0.46 0.06 -0.40
C 1.22 -0.18 1.41 -0.54
C -0.10 -0.86 1.60 -0.67
C -1.23 -0.69 0.49 -0.64
C -1.32 -1.63 -0.62 -0.62
O -2.52 -2.11 -0.86 -0.45
I -0.64 -0.43 -2.73 -0.13
H 0.38 3.33 -1.20 0.41
H 0.15 1.80 -1.81 0.01
H 1.66 2.35 -2.12 0.45
H 1.05 2.32 0.82 0.28
H 1.24 -0.36 -0.69 0.56
H 1.46 0.67 2.19 0.31
H 2.10 -0.91 1.42 0.28
H 0.14 -1.84 1.88 0.46
H -0.57 -0.39 2.46 0.30
H -2.18 -0.71 0.98 0.44
H -1.08 0.31 0.26 0.50
H -0.54 -2.35 -0.73 0.71
H -2.52 -2.98 -1.31 0.42

20
Properties=species:S:1:pos:R:3:mulliken_charge:R:1 method="wB97M-V/def2-TZVPD" orbital_gap_ev=9.899 de_lowest_kcal_mol=27.8 multiplicity=1 smiles=C[C@H]1N(C)C1(C)C homo_energy_ha=-0.324 total_energy_ha=-291.11442
C 0.25 -2.26 -0.35 -1.44
C 0.05 -0.91 0.30 0.06
N 0.99 0.17 0.12 -0.38
C 1.50 0.64 1.38 -0.76
C -0.39 0.40 -0.32 1.39
C -1.41 1.19 0.47 -1.45
C -0.43 0.71 -1.81 -1.51
H 1.08 -2.79 0.15 0.30
H -0.66 -2.86 -0.22 0.32
H 0.48 -2.23 -1.42 0.33
H -0.16 -0.95 1.41 0.20
H 1.62 1.74 1.35 0.24
H 0.84 0.23 2.21 0.30
H 2.50 0.21 1.52 0.27
H -2.42 0.78 0.30 0.36
H -1.22 1.14 1.55 0.33
H -1.44 2.25 0.17 0.36
H 0.35 0.17 -2.36 0.43
H -0.25 1.78 -1.97 0.33
H -1.40 0.49 -2.27 0.31

20
Properties=species:S:1:pos:R:3:mulliken_charge:R:1 method="wB97M-V/def2-TZVPD" orbital_gap_ev=9.757 de_lowest_kcal_mol=28.3 multiplicity=1 smiles=C[C@H]1N(C)C1(C)C homo_energy_ha=-0.319 total_energy_ha=-291.11370
C -0.54 -1.50 -1.65 -1.41
C 0.34 -0.85 -0.59 0.10
N 0.75 0.59 -0.59 -0.51
C 1.98 0.93 0.12 -0.88
C -0.30 0.13 0.31 1.41
C -0.15 0.13 1.82 -1.58
C -1.61 0.73 -0.15 -1.60
H -0.15 -2.45 -2.03 0.34
H -1.52 -1.74 -1.21 0.29
H -0.73 -0.84 -2.50 0.34
H 1.22 -1.40 -0.32 0.44
H 1.78 1.82 0.73 0.31
H 2.34 0.15 0.81 0.29
H 2.79 1.18 -0.58 0.30
H -1.04 -0.32 2.26 0.42
H 0.72 -0.42 2.18 0.34
H -0.08 1.16 2.19 0.33
H -1.61 0.84 -1.23 0.37
H -1.68 1.73 0.28 0.39
H -2.49 0.15 0.16 0.33

20
Properties=species:S:1:pos:R:3:mulliken_charge:R:1 method="wB97M-V/def2-TZVPD" orbital_gap_ev=8.657 de_lowest_kcal_mol=37.8 multiplicity=1 smiles="CCC(=CN)CC" homo_energy_ha=-0.282 total_energy_ha=-291.09855
C -1.08 0.66 1.81 -1.09
C -1.22 -0.20 0.46 -0.89
C -0.08 -0.19 -0.51 0.41
C 0.25 0.74 -1.41 -0.28
N -0.22 2.07 -1.53 -0.50
C 0.94 -1.36 -0.39 -0.68
C 1.32 -1.82 1.06 -0.87
H -1.59 1.60 1.98 0.35
H -1.38 -0.04 2.59 0.35
H -0.01 0.81 1.93 0.35
H -1.21 -1.16 0.97 0.28
H -2.17 0.00 -0.04 0.42
H 1.10 0.58 -2.07 0.29
H 0.33 2.52 -2.23 0.24
H -0.50 2.43 -0.64 0.20
H 0.74 -2.10 -1.17 0.39
H 1.86 -0.88 -0.74 0.26
H 0.89 -1.00 1.63 0.13
H 2.37 -2.07 1.15 0.37
H 0.65 -2.62 1.41 0.27